Entry from the OMol25 dataset: a cluster of 3 separate species, C3H12N6O3 in total in a non-equilibrium geometry (ωB97M-V/def2-TZVPD).

Results
SMILES string: NC(N)=O.NC(N)=O.NC(N)=O
Gap between HOMO and LUMO in eV: 9.66

The geometry in XYZ format:
```
24
Properties=species:S:1:pos:R:3:mulliken_charge:R:1
O -0.27418 1.63148 4.62734 -0.610
O 1.44035 -0.49406 -4.54576 -0.589
O -0.73863 0.03553 1.10505 -0.667
N -0.91108 -1.60889 -0.44673 -0.358
N -0.11935 0.50289 -1.01991 -0.335
N 0.03323 1.30050 -4.28795 -0.420
N 0.88681 -0.21262 4.00400 -0.360
N -0.79131 -0.77533 -4.82771 -0.396
N 0.89145 0.50274 6.20918 -0.416
C 0.33352 -0.00868 -4.56854 0.574
C -0.56847 -0.34278 -0.04028 0.545
C 0.44399 0.69836 4.92302 0.558
H -1.73066 -0.47658 -4.63969 0.176
H 1.64596 -0.84690 4.17529 0.187
H -0.94434 1.52749 -4.22313 0.205
H -0.64185 -1.68266 -5.22714 0.212
H 0.68803 1.91257 -3.83808 0.246
H -1.00146 -1.91159 -1.39742 0.176
H 1.18497 -0.41161 6.49631 0.193
H -0.01365 1.45685 -0.72826 0.187
H 0.68071 -0.03622 3.03262 0.224
H 0.01515 0.23575 -1.97678 0.227
H -1.12247 -2.20523 0.33187 0.213
H 0.61327 1.20900 6.86271 0.229
```

---

Entry from the OMol25 dataset: a structure of composition C3H12N6O3Rb (ωB97M-V/def2-TZVPD).

Results
Gap between HOMO and LUMO in eV: 10.32
Total charge: +1

The geometry in XYZ format:
```
25
Properties=species:S:1:pos:R:3:mulliken_charge:R:1
Rb 15.82083 -8.00520 23.78880 0.993
O 14.96369 -5.47854 24.84691 -0.750
O 17.12726 -10.57331 23.30338 -0.705
O 14.17954 -9.50526 25.55637 -0.651
N 15.94606 -12.31908 24.17520 -0.356
N 13.70371 -7.46365 26.52525 -0.170
N 14.30339 -3.45044 24.07330 -0.385
N 15.57795 -11.61482 22.01261 -0.370
N 14.48194 -3.84062 26.33164 -0.371
N 12.70716 -9.41402 27.25608 -0.392
C 14.60680 -4.31302 25.07238 0.567
C 16.28043 -11.45915 23.17607 0.658
C 13.58704 -8.82512 26.40194 0.681
H 14.26711 -2.45618 24.22110 0.193
H 15.32731 -13.09002 23.99472 0.179
H 14.82659 -12.27823 21.96709 0.162
H 14.16126 -6.82672 25.87684 0.073
H 15.70368 -10.96294 21.26327 0.224
H 13.15601 -7.04349 27.25502 0.159
H 14.72275 -4.46147 27.08334 0.220
H 14.36347 -3.71344 23.10684 0.218
H 12.25779 -8.86671 27.96534 0.159
H 12.52221 -10.39265 27.15230 0.236
H 16.56736 -12.45274 24.95249 0.245
H 14.24300 -2.89723 26.57489 0.182
```

---

Entry from the OMol25 dataset: a cluster of 2 separate species, C3H12N7 in total in a non-equilibrium geometry (ωB97M-V/def2-TZVPD).

Results
Gap between HOMO and LUMO (spin up / spin down) in eV: 7.98 / 7.98
Total charge: +1

The geometry in XYZ format:
```
22
Properties=species:S:1:pos:R:3:mulliken_charge:R:1
N 0.59585 2.06354 -1.02608 -0.567
N 0.36405 -0.72966 0.78594 -0.664
N -1.27923 0.30242 -0.30050 -0.904
N 1.42537 -0.73713 1.58951 0.721
N 2.03017 -1.90309 1.89323 -0.778
N -0.12060 0.34064 0.29410 1.106
N -2.80901 -1.65795 -1.25130 -0.812
C 1.84189 1.58502 1.20734 -0.804
C 0.50774 1.66566 0.35706 0.272
C 2.17538 0.42517 1.75378 -0.091
H -2.66215 -2.46545 -1.84565 0.221
H -0.33275 2.28231 0.70527 0.373
H 1.43263 -2.56843 2.24710 0.235
H 2.84921 -1.74260 2.52497 0.279
H -3.23109 -0.78536 -1.56287 0.250
H 2.40890 2.47756 1.03480 0.371
H -3.41244 -1.97760 -0.53822 0.236
H 1.20498 1.53091 -1.52923 0.177
H -1.32871 1.02004 -0.96897 0.261
H -1.76055 -0.57363 -0.48227 0.526
H 0.78875 3.04301 -1.14262 0.250
H 3.05653 0.36627 2.28209 0.344
```

---

Entry from the OMol25 dataset: a cluster of 2 separate species, C3H12NO in total in a non-equilibrium geometry (ωB97M-V/def2-TZVPD).

Results
Gap between HOMO and LUMO in eV: 11.79
Total charge: +1

The geometry in XYZ format:
```
17
Properties=species:S:1:pos:R:3:mulliken_charge:R:1
O 1.96794 0.95521 -0.99862 -0.627
N 0.11592 -1.04633 -0.56936 -0.236
C 1.63612 2.15597 -0.09366 -0.463
C -0.70385 -0.65920 0.66141 -0.350
C -2.14391 -1.30664 0.71358 -0.847
H -0.18260 -0.95631 1.53900 0.417
H 0.94991 -0.47889 -0.65410 0.277
H -0.46863 -0.85162 -1.38101 0.363
H -1.99925 -2.14562 -0.06037 0.247
H -2.31186 -1.77917 1.76715 0.274
H 2.13358 1.24681 -1.92781 0.317
H 0.24833 -2.02208 -0.52981 0.373
H 2.02169 3.12469 -0.40331 0.335
H -3.01423 -0.65729 0.57808 0.315
H 2.02291 1.84799 0.91540 0.231
H -0.78088 0.38644 0.56331 0.186
H 0.50881 2.18604 -0.11988 0.190
```

---

Entry from the OMol25 dataset: a cluster of 2 separate species, C3H12NO in total in a non-equilibrium geometry (ωB97M-V/def2-TZVPD).

Results
Gap between HOMO and LUMO in eV: 11.68
Total charge: +1

The geometry in XYZ format:
```
17
Properties=species:S:1:pos:R:3:mulliken_charge:R:1
O -1.25274 -0.72051 -0.88360 -0.576
N 1.27906 0.05527 -0.29152 -0.104
C 1.14154 1.61820 -0.21255 -0.682
C -2.59361 -0.54063 -0.31948 -0.638
C 1.44008 -0.48473 1.10589 -0.971
H 1.92903 1.95671 0.57019 0.312
H -3.34333 -1.24689 -0.81963 0.295
H 1.20265 2.16416 -1.14525 0.347
H 1.98489 -0.34476 -0.97391 0.432
H 1.27242 -1.53295 1.17776 0.373
H 0.17285 1.87979 0.27977 0.299
H 0.48737 -0.38082 -0.79238 0.257
H 2.41673 -0.27544 1.49059 0.385
H -1.02190 -1.65755 -0.84085 0.320
H -2.64544 -0.70111 0.81144 0.280
H 0.54671 -0.24258 1.56275 0.421
H -3.01631 0.45385 -0.71922 0.251
```

---

Energy relative to the best compared isomer or geometry (same formula, charge and spin) for the records above, in order: 0.0000; 0.0562; 6.8787; 1.6192; 2.2168 eV